Molecular formula: C5H12O
Method: DFT, the ωB97M-V functional and the def2-TZVPD basis

Geometry as XYZ:
```
18
Properties=species:S:1:pos:R:3:forces:R:3:lowdin_charge:R:1
C -0.85828 -1.50675 1.28300 1.8 -1.2 -0.1 -0.10
C 0.39559 -1.35384 0.38445 -0.5 0.6 -0.5 -0.25
C 0.05751 -0.66160 -0.95033 0.2 0.7 0.4 -0.21
C -0.48426 0.75408 -0.72300 -1.0 0.8 -0.3 -0.21
C 0.38977 1.72665 0.06561 0.3 -0.3 -0.5 -0.26
O 1.66402 1.90894 -0.57120 -0.2 -0.3 0.5 -0.07
H -1.41170 -0.58560 1.38853 -0.4 -0.1 0.0 0.06
H -1.35804 -2.39066 0.88324 -0.9 0.6 -0.1 0.07
H -0.51981 -1.87997 2.25434 -0.1 0.4 0.2 0.07
H 1.16749 -0.74989 0.85958 0.1 -0.2 0.2 0.09
H 0.77597 -2.34865 0.15891 0.3 0.0 0.2 0.10
H 0.93037 -0.46840 -1.57915 0.3 -0.6 0.2 0.10
H -0.61141 -1.30251 -1.52413 -0.3 0.2 -0.1 0.11
H -0.66779 1.29174 -1.66173 0.3 -0.4 -0.3 0.11
H -1.49455 0.80424 -0.29651 0.1 -0.4 0.3 0.10
H -0.11174 2.69291 0.09039 -0.2 0.0 0.3 0.11
H 0.59357 1.41244 1.08243 0.0 -0.1 0.2 0.11
H 1.54328 2.65683 -1.14444 0.2 0.4 -0.5 0.07
```
Positions in Å, forces in eV/Å.

Values from the calculation:
Total charge: 0
SMILES: CCCCCO
M (g/mol): 88.1
Kohn-Sham gap (eV): 11.223
Energy relative to the best compared isomer or geometry (same formula, charge and spin) (eV): 0.696
LUMO energy (eV): 0.97



Molecular formula: C5H12O
Method: DFT, the ωB97M-V functional and the def2-TZVPD basis

Geometry as XYZ:
```
18
Properties=species:S:1:pos:R:3:forces:R:3:lowdin_charge:R:1
C -1.14936 -2.66552 0.43798 0.0 -0.1 0.0 -0.17
C -0.86456 -1.20568 0.09643 0.0 0.0 0.0 -0.18
C 0.60780 1.53627 -0.63245 -0.5 0.1 -0.9 -0.23
C -0.48347 2.51796 -0.39684 0.0 0.0 0.0 -0.07
O 1.36696 1.21738 0.35816 0.1 0.3 0.9 -0.12
C 2.29881 0.29804 0.42782 0.5 -0.4 -0.1 -0.07
H -0.57168 -3.33968 -0.20357 -0.1 0.1 0.1 0.06
H -0.87634 -2.88668 1.47535 -0.1 0.0 -0.1 0.06
H -2.20890 -2.91148 0.31018 0.1 0.0 0.0 0.06
H -1.44211 -0.52602 0.73432 0.1 -0.1 -0.1 0.07
H -1.12420 -0.98355 -0.94509 0.0 0.0 0.2 0.07
H 0.76190 1.01222 -1.57372 0.0 0.1 0.1 0.12
H -1.47674 2.06227 -0.51913 0.1 0.0 0.0 0.07
H -0.43073 3.37039 -1.08647 0.0 -0.1 0.1 0.07
H -0.41529 2.90106 0.62529 0.0 0.0 -0.1 0.08
H 2.87037 0.30761 1.34212 -0.1 0.0 -0.1 0.06
H 0.19953 -0.98047 0.24959 -0.2 -0.1 -0.1 0.03
H 2.60008 -0.20655 -0.48397 0.0 0.0 0.1 0.07
```
Positions in Å, forces in eV/Å.

Values from the calculation:
Total charge: 0
M (g/mol): 88.1
Kohn-Sham gap (alpha / beta) (eV): 8.300 / 7.934
Energy relative to the best compared isomer or geometry (same formula, charge and spin) (eV): 3.840
LUMO energy (alpha / beta) (eV): 1.05 / 0.96



Molecular formula: C5H12O
Method: DFT, the ωB97M-V functional and the def2-TZVPD basis

Geometry as XYZ:
```
18
Properties=species:S:1:pos:R:3:forces:R:3:lowdin_charge:R:1
C -0.53173 0.38925 2.11566 0.7 1.2 -0.3 -0.04
O 0.00098 1.03192 0.76843 -0.7 -0.8 1.1 -0.16
C 0.16971 0.16941 -0.38767 -0.3 -0.5 -0.3 -0.62
C -1.00200 -0.74948 -0.20678 -0.2 -0.5 0.1 -0.07
C 0.03167 0.83442 -1.79413 0.1 0.2 0.3 -0.03
C 1.53072 -0.53573 -0.31705 -0.1 -0.1 0.1 -0.03
H 0.35009 0.40439 2.73194 0.2 0.5 0.4 0.07
H -1.00792 -0.59918 2.39776 0.7 0.7 -1.4 0.09
H -1.30840 1.09116 2.38388 0.3 0.5 0.3 0.08
H -1.91719 -0.17144 -0.38015 0.0 -0.4 -0.2 0.10
H -0.97524 -1.69661 -0.72799 -0.1 -0.1 -0.5 0.09
H -0.96374 -0.93162 0.85963 -0.5 -1.1 -0.9 0.02
H -0.89599 1.40340 -1.93010 0.2 -0.1 0.3 0.08
H 0.87770 1.47729 -2.05177 -0.1 0.1 0.2 0.07
H 0.00740 0.04140 -2.56862 0.1 0.2 0.6 0.09
H 2.36173 0.15479 -0.51084 -0.3 0.0 0.1 0.08
H 1.68531 -0.97099 0.67557 0.0 0.0 -0.1 0.08
H 1.58691 -1.34237 -1.05776 0.0 0.1 0.1 0.08
```
Positions in Å, forces in eV/Å.

Values from the calculation:
Total charge: 0
SMILES: COC(C)(C)C
M (g/mol): 88.1
Kohn-Sham gap (eV): 10.603
Energy relative to the best compared isomer or geometry (same formula, charge and spin) (eV): 2.335
LUMO energy (eV): 0.92